1) Here is a cluster of 10 separate species, C40H110N10O10 in total from the Open Molecules 2025 dataset. Energies are from ωB97M-V/def2-TZVPD.

Output
Spin multiplicity ... 1
Structure (SMILES) ... COC[C@H](C)N.COC[C@H](C)N.COC[C@H](C)N.COC[C@H](C)N.COC[C@H](C)N.COC[C@H](C)N.COC[C@H](C)N.COC[C@H](C)N.COC[C@H](C)N.COC[C@H](C)N
Net charge ... 0
Highest occupied orbital energy ... -8.8 eV

Last column: Löwdin charge in e.
Cartesian coordinates (Å):
C 0.02185 7.99551 2.88527  -0.109
O -0.03961 8.43545 1.52948  -0.199
C -1.38314 8.86119 1.19499  -0.199
C -1.27284 10.37141 1.29290  -0.430
C -2.47183 10.99304 0.64561  -0.107
N -0.15192 10.98334 0.49749  0.049
H 0.83146 8.55272 3.35661  0.079
H 0.40003 6.97326 2.87674  0.082
H -0.85166 8.18378 3.50947  0.088
H -1.57111 8.61362 0.15025  0.119
H -2.23254 8.35752 1.65642  0.125
H -1.42377 10.68979 2.32438  0.141
H -3.37362 10.47916 0.97848  0.076
H -2.38415 10.89427 -0.43636  0.078
H -2.62442 12.04372 0.89236  0.080
H -0.02407 10.52446 -0.39311  0.068
H 0.74810 10.76339 0.89959  0.059
C -5.41058 0.99636 12.19625  -0.179
O -5.05610 0.11560 11.24607  -0.193
C -3.64593 0.22278 10.90007  -0.175
C -3.44389 -0.09536 9.42225  -0.416
C -4.17133 0.90301 8.42129  -0.044
N -3.83954 -1.48215 9.11850  0.035
H -5.50559 1.99351 11.76642  0.093
H -4.75983 1.03435 13.06985  0.089
H -6.36472 0.61421 12.55912  0.095
H -3.28633 1.23520 11.08394  0.120
H -3.12292 -0.49698 11.52976  0.122
H -2.38305 0.00096 9.19108  0.124
H -4.22934 0.38664 7.46311  0.068
H -3.60404 1.82706 8.30989  0.069
H -5.21105 1.06414 8.70610  0.068
H -4.84076 -1.43400 9.24231  0.064
H -3.52805 -1.98007 9.94018  0.059
C 5.48520 1.17112 8.15665  -0.056
O 5.94785 -0.08798 8.77519  -0.193
C 5.42603 -1.28308 8.29977  -0.213
C 3.91236 -1.47772 8.81484  -0.400
C 3.79509 -2.09006 10.27010  -0.049
N 3.21759 -2.37885 7.93975  -0.005
H 4.50643 1.46694 8.53430  0.071
H 5.49821 1.07180 7.07126  0.086
H 6.13052 1.96086 8.54133  0.082
H 5.47709 -1.50038 7.23287  0.106
H 6.08130 -2.11363 8.56229  0.119
H 3.36028 -0.54710 8.68345  0.115
H 4.35180 -3.01620 10.41307  0.072
H 2.79199 -2.42826 10.52994  0.061
H 4.14850 -1.28097 10.90931  0.071
H 2.29306 -2.59910 8.28155  0.065
H 3.10223 -1.92519 7.04478  0.067
C 10.03623 -7.26253 3.14891  -0.107
O 9.29891 -8.05407 2.22806  -0.212
C 8.11629 -8.69023 2.75859  -0.178
C 7.75097 -9.94527 1.83600  -0.369
C 6.36021 -10.65512 2.13985  -0.059
N 8.78631 -11.00432 1.96514  0.016
H 10.96864 -6.92863 2.69369  0.087
H 10.23365 -7.90433 4.00752  0.081
H 9.47158 -6.38908 3.47502  0.082
H 8.37284 -9.15394 3.71109  0.103
H 7.29805 -8.01812 3.01717  0.115
H 7.73733 -9.62960 0.79280  0.124
H 6.18092 -11.27768 1.26328  0.068
H 5.48155 -10.03098 2.30269  0.063
H 6.49777 -11.21644 3.06403  0.065
H 8.98186 -11.35603 2.89151  0.063
H 9.67102 -10.59024 1.70841  0.058
C 2.14901 -3.79285 -9.45655  -0.097
O 2.79143 -2.59200 -8.93657  -0.197
C 2.26750 -1.41624 -9.59790  -0.205
C 2.97695 -0.06953 -9.28519  -0.448
C 3.00841 0.11933 -7.76970  -0.074
N 2.12537 0.94748 -9.81122  0.025
H 2.87482 -4.60520 -9.41935  0.084
H 2.07196 -3.74691 -10.54286  0.071
H 1.15989 -4.02438 -9.06139  0.086
H 2.51141 -1.66062 -10.63177  0.113
H 1.20287 -1.28483 -9.40452  0.124
H 4.00122 -0.06965 -9.65798  0.143
H 3.71008 -0.60744 -7.36035  0.073
H 2.13468 -0.22625 -7.21718  0.079
H 3.26421 1.15587 -7.55003  0.079
H 1.20673 0.96721 -9.39193  0.077
H 1.97683 0.61172 -10.75212  0.067
C -5.49810 -7.03525 -3.92455  -0.083
O -6.37086 -7.99957 -4.53029  -0.184
C -5.97537 -9.30296 -4.20988  -0.252
C -6.67956 -10.38897 -5.04129  -0.439
C -6.53279 -10.20666 -6.57768  -0.057
N -8.06730 -10.39952 -4.69177  0.031
H -5.86964 -6.01716 -4.04091  0.091
H -4.47628 -7.23293 -4.24845  0.086
H -5.50113 -7.24623 -2.85516  0.080
H -4.90003 -9.47477 -4.25713  0.115
H -6.10418 -9.48660 -3.14321  0.117
H -6.21065 -11.35386 -4.84842  0.134
H -7.00511 -11.04881 -7.08345  0.074
H -5.46479 -10.33579 -6.75321  0.067
H -6.76624 -9.20553 -6.94008  0.074
H -8.09112 -10.78611 -3.75900  0.071
H -8.36901 -9.43663 -4.73547  0.074
C -4.42914 -9.62122 8.06322  -0.073
O -3.57686 -9.34812 6.89537  -0.191
C -3.43765 -7.96630 6.59793  -0.250
C -2.61890 -7.67157 5.35187  -0.378
C -1.03493 -7.90015 5.64127  -0.049
N -2.76916 -6.24338 5.04865  0.018
H -5.46264 -9.35323 7.84375  0.082
H -4.11923 -9.01814 8.91667  0.077
H -4.35356 -10.64264 8.43613  0.083
H -4.43942 -7.53706 6.58036  0.119
H -3.05302 -7.43643 7.46936  0.118
H -2.94888 -8.31143 4.53345  0.131
H -0.44103 -7.64208 4.76447  0.063
H -1.06264 -8.98162 5.77456  0.060
H -0.63393 -7.45848 6.55353  0.071
H -1.88899 -5.89100 4.70046  0.058
H -2.96624 -5.78829 5.92851  0.060
C -1.99929 4.75851 -7.56053  -0.075
O -2.29881 5.30949 -8.88173  -0.221
C -1.90524 6.62037 -9.13583  -0.193
C -2.44886 7.14597 -10.58209  -0.381
C -1.95764 8.53052 -10.99884  -0.084
N -3.95158 7.16724 -10.57891  0.025
H -2.68489 5.10014 -6.78507  0.081
H -0.96771 4.87138 -7.22705  0.082
H -2.19335 3.68711 -7.61098  0.080
H -2.40862 7.17837 -8.34632  0.118
H -0.81931 6.61476 -9.04186  0.118
H -2.10313 6.41661 -11.31461  0.121
H -2.29943 9.28961 -10.29524  0.074
H -2.28549 8.80041 -12.00272  0.073
H -0.87070 8.59359 -10.94712  0.070
H -4.19317 6.24037 -10.25855  0.051
H -4.28367 7.06787 -11.52756  0.061
C 1.84340 10.01702 -5.26873  -0.063
O 2.09776 11.42422 -4.95263  -0.225
C 1.92316 12.37439 -5.98873  -0.176
C 0.38701 12.73528 -6.22559  -0.429
C 0.05023 13.50358 -7.49261  -0.069
N -0.19958 13.28201 -4.98111  0.027
H 0.75778 9.92062 -5.25394  0.081
H 2.35484 9.31251 -4.61284  0.081
H 2.35588 9.80884 -6.20795  0.080
H 2.41885 13.27665 -5.63051  0.125
H 2.38078 11.97221 -6.89257  0.112
H -0.20450 11.82372 -6.31088  0.109
H 0.40417 14.53448 -7.48392  0.077
H -1.01613 13.38694 -7.68597  0.076
H 0.60657 13.06388 -8.32040  0.071
H -1.20139 13.20856 -5.08655  0.064
H 0.13861 12.76208 -4.18400  0.059
C 2.61210 -1.71309 1.16925  -0.136
O 1.38598 -1.06807 1.20651  -0.152
C 1.38782 -0.21032 0.09420  -0.222
C 0.20564 0.79740 0.24730  -0.432
C -1.24594 0.30505 0.10714  -0.062
N 0.33909 1.93030 -0.64963  0.019
H 2.81106 -2.20195 0.21555  0.092
H 2.67268 -2.49464 1.92661  0.091
H 3.32807 -0.91891 1.38082  0.090
H 2.32770 0.32626 -0.03545  0.113
H 1.21330 -0.61644 -0.90215  0.128
H 0.31435 1.15481 1.27128  0.123
H -1.64928 -0.26549 0.94374  0.075
H -1.30138 -0.23512 -0.83798  0.073
H -1.95509 1.10444 -0.10776  0.067
H 1.32403 2.12763 -0.75477  0.059
H -0.07541 2.78430 -0.30471  0.073



2) Here is a cluster of 10 separate species, C40H110N10O10 in total from the Open Molecules 2025 dataset. Energies are from ωB97M-V/def2-TZVPD.

Output
Spin multiplicity ... 1
Structure (SMILES) ... COC[C@H](C)N.COC[C@H](C)N.COC[C@H](C)N.COC[C@H](C)N.COC[C@H](C)N.COC[C@H](C)N.COC[C@H](C)N.COC[C@H](C)N.COC[C@H](C)N.COC[C@H](C)N
Net charge ... 0
Highest occupied orbital energy ... -8.3 eV

Last column: Löwdin charge in e.
Cartesian coordinates (Å):
C 21.09950 -7.92987 -1.14353  -0.141
O 21.31500 -8.62252 -2.31007  -0.201
C 20.27975 -9.49678 -2.78124  -0.137
C 19.88115 -10.70580 -1.84634  -0.368
C 20.84770 -11.87066 -1.78684  -0.055
N 18.52374 -11.31426 -2.18183  0.072
H 20.07822 -7.68985 -0.84777  0.095
H 21.66894 -7.00563 -1.04550  0.074
H 21.58218 -8.60289 -0.43491  0.076
H 19.42759 -8.84008 -2.95642  0.119
H 20.58274 -9.98823 -3.70578  0.117
H 19.73274 -10.33530 -0.83204  0.102
H 20.51780 -12.56471 -1.01382  0.058
H 21.79746 -11.54430 -1.36310  0.067
H 21.00116 -12.41291 -2.71985  0.067
H 18.44765 -11.66168 -3.12713  0.022
H 17.85957 -10.55572 -2.24189  0.036
C 17.33700 -9.91698 0.98735  -0.094
O 16.22991 -10.60236 1.61335  -0.185
C 16.59106 -11.03314 2.90550  -0.198
C 15.31869 -11.76308 3.54506  -0.440
C 14.29697 -10.83485 4.14653  -0.067
N 15.81312 -12.65267 4.53030  0.021
H 18.25348 -10.50587 0.95022  0.064
H 17.51422 -8.93855 1.43386  0.086
H 17.16036 -9.70534 -0.06721  0.072
H 17.44372 -11.71144 2.87474  0.098
H 16.95835 -10.15720 3.44021  0.118
H 14.95029 -12.25500 2.64484  0.140
H 14.67724 -10.33804 5.03910  0.079
H 13.36004 -11.36094 4.32946  0.081
H 14.17481 -10.06479 3.38484  0.077
H 15.09812 -13.23780 4.93834  0.075
H 15.98633 -12.07415 5.33987  0.068
C 24.25160 -12.55031 -3.50966  -0.112
O 25.30530 -12.06480 -4.26847  -0.207
C 26.47530 -12.76648 -4.01642  -0.204
C 27.60717 -12.54991 -5.05406  -0.371
C 27.35716 -13.05881 -6.51595  -0.056
N 28.88963 -13.24037 -4.68732  0.024
H 24.43928 -12.37510 -2.45033  0.072
H 24.05994 -13.61945 -3.60087  0.094
H 23.26652 -12.13308 -3.71854  0.077
H 26.90694 -12.46067 -3.06340  0.122
H 26.27163 -13.81345 -3.79176  0.125
H 27.71815 -11.47008 -5.15283  0.127
H 26.87812 -14.03747 -6.54501  0.076
H 28.30099 -13.03977 -7.06084  0.067
H 26.66890 -12.41164 -7.05962  0.060
H 29.58563 -12.95755 -5.36238  0.059
H 29.23939 -12.91739 -3.79655  0.060
C 19.74798 -15.23181 -3.99574  -0.139
O 20.14924 -16.53522 -3.86351  -0.164
C 20.68996 -16.96053 -5.07863  -0.191
C 21.10620 -18.41772 -4.75422  -0.460
C 22.11484 -18.48020 -3.63715  -0.061
N 21.64012 -19.11145 -5.88455  0.026
H 19.28994 -14.84937 -3.08358  0.081
H 19.02322 -14.95375 -4.76092  0.076
H 20.57595 -14.52582 -4.06041  0.084
H 19.97896 -16.93175 -5.90431  0.127
H 21.58314 -16.39348 -5.34087  0.130
H 20.21140 -18.96859 -4.46440  0.135
H 21.67379 -18.07064 -2.72839  0.063
H 22.97371 -17.81803 -3.74651  0.082
H 22.55894 -19.46622 -3.50058  0.079
H 21.96500 -20.02700 -5.60829  0.069
H 20.80995 -19.32242 -6.41971  0.071
C 24.67506 -10.33580 -0.50987  -0.093
O 25.79828 -9.50202 -0.24185  -0.193
C 25.80155 -8.73756 1.00850  -0.183
C 25.84242 -9.61445 2.20687  -0.485
C 25.89762 -8.79794 3.48909  -0.065
N 27.05529 -10.37971 2.21138  0.052
H 24.60976 -11.14392 0.21868  0.081
H 24.86155 -10.70848 -1.51706  0.069
H 23.69812 -9.85750 -0.43970  0.073
H 26.73021 -8.16707 1.02363  0.128
H 24.95896 -8.04705 1.04536  0.123
H 24.90596 -10.17051 2.25071  0.130
H 26.40113 -9.25776 4.33947  0.082
H 24.87906 -8.64265 3.84481  0.062
H 26.31784 -7.79511 3.41281  0.078
H 27.12789 -10.74467 1.27242  0.067
H 27.78338 -9.68045 2.24330  0.077
C 19.12825 -19.13266 -0.50995  -0.082
O 18.07778 -18.17962 -0.75114  -0.180
C 18.34768 -16.87027 -0.36163  -0.224
C 17.11482 -15.97273 -0.71291  -0.400
C 17.23834 -14.53372 -0.22500  -0.082
N 15.89587 -16.37070 0.03063  0.029
H 19.17009 -19.41902 0.54094  0.086
H 20.11992 -18.79802 -0.81441  0.072
H 18.96584 -20.01959 -1.12239  0.084
H 18.45246 -16.89281 0.72308  0.119
H 19.24612 -16.37137 -0.72495  0.116
H 17.02948 -16.05219 -1.79665  0.128
H 18.13701 -14.04139 -0.59663  0.051
H 17.25742 -14.35479 0.85005  0.074
H 16.35480 -14.04570 -0.63646  0.073
H 15.62019 -17.33081 -0.11875  0.064
H 15.13627 -15.80735 -0.32397  0.062
C 24.17536 -6.34923 -2.19194  -0.090
O 25.12567 -6.23929 -3.27295  -0.199
C 25.56725 -4.90059 -3.42183  -0.229
C 26.63440 -4.78562 -4.53631  -0.434
C 27.23838 -3.35737 -4.87619  -0.040
N 26.12525 -5.36879 -5.73695  0.045
H 23.38738 -5.62237 -2.38906  0.087
H 24.60115 -6.11895 -1.21533  0.083
H 23.74870 -7.34422 -2.06525  0.065
H 24.70771 -4.26914 -3.64673  0.116
H 25.89302 -4.48692 -2.46744  0.120
H 27.37234 -5.42258 -4.04862  0.133
H 26.41974 -2.63889 -4.91790  0.067
H 27.78328 -3.41162 -5.81865  0.069
H 27.97308 -3.10119 -4.11286  0.064
H 25.79135 -6.23098 -5.33046  0.052
H 25.29882 -4.82840 -5.94925  0.075
C 21.44065 -10.02677 3.48942  -0.118
O 21.69629 -11.40750 3.31370  -0.188
C 20.60956 -12.35344 3.07453  -0.155
C 21.17011 -13.78205 2.89861  -0.442
C 22.18574 -13.85859 1.71761  -0.050
N 20.22588 -14.84512 2.73484  0.051
H 20.94796 -9.78413 4.43094  0.083
H 20.89228 -9.50035 2.70821  0.072
H 22.33861 -9.40895 3.49803  0.067
H 19.86549 -12.33066 3.87073  0.116
H 20.11976 -12.04712 2.15021  0.107
H 21.80752 -14.05132 3.74081  0.134
H 23.11734 -13.33061 1.92123  0.069
H 21.72840 -13.54565 0.77900  0.055
H 22.49443 -14.90230 1.65870  0.075
H 19.82588 -14.83816 1.80744  0.054
H 19.42374 -14.61551 3.30398  0.071
C 18.84092 -11.89423 -6.45655  -0.079
O 18.39733 -12.13027 -5.12798  -0.224
C 17.22021 -12.90702 -5.01557  -0.202
C 16.00102 -11.98214 -5.31099  -0.402
C 15.62277 -11.02021 -4.13952  -0.058
N 14.79872 -12.81790 -5.48416  0.022
H 18.74961 -12.79404 -7.06492  0.089
H 19.90074 -11.64119 -6.48547  0.085
H 18.28451 -11.10558 -6.96305  0.084
H 17.17191 -13.77145 -5.67778  0.113
H 17.08875 -13.26520 -3.99454  0.120
H 16.14101 -11.34587 -6.18487  0.121
H 14.67452 -10.53150 -4.36332  0.071
H 16.34389 -10.23048 -3.92875  0.062
H 15.50563 -11.59127 -3.21851  0.076
H 14.15185 -12.20038 -5.95353  0.066
H 14.90874 -13.52330 -6.19859  0.063
C 22.43555 -10.91587 -9.20474  -0.071
O 22.34551 -10.16014 -7.94591  -0.202
C 23.56306 -10.03125 -7.27708  -0.202
C 23.51211 -9.53344 -5.75954  -0.398
C 22.97278 -8.14216 -5.67235  -0.065
N 24.80940 -9.55138 -5.05474  0.058
H 21.42459 -11.14872 -9.53916  0.074
H 22.86320 -11.90889 -9.06654  0.083
H 22.84700 -10.30692 -10.00971  0.085
H 24.08771 -10.98662 -7.28749  0.102
H 24.18792 -9.43047 -7.93794  0.121
H 22.93236 -10.22806 -5.15169  0.109
H 21.89454 -8.22229 -5.81042  0.080
H 23.50214 -7.46221 -6.33985  0.085
H 23.05660 -7.74576 -4.66044  0.058
H 25.18355 -10.48531 -4.96592  0.021
H 24.67058 -9.14822 -4.13916  0.060



Most stable structure: 2)